ORCA calculation (ωB97M-V/def2-TZVPD) on a 2-piece molecular cluster, C4H10N2O overall.

Last column: Mulliken charge in e.
Atoms and positions in Å:
H (-0.51971, 2.86506, 0.71086)  0.230
N (-0.33105, 2.38036, -0.15867)  -0.770
C (-0.81585, 1.21762, -0.22568)  0.890
C (-1.71972, 0.51746, 0.75393)  -1.152
O (-0.68111, 0.54631, -1.41616)  -0.530
H (-2.16653, -0.35980, 0.28653)  0.288
H (-1.11588, 0.19197, 1.60321)  0.305
H (-2.49813, 1.19476, 1.11053)  0.395
H (-0.17439, 1.11555, -2.01303)  0.338
H (1.96828, 0.80981, 0.90812)  0.234
N (1.42701, -0.05205, 0.89069)  -0.618
C (1.55014, -0.74862, -0.15585)  0.187
C (0.85520, -2.06058, -0.28901)  -1.041
H (2.20222, -0.48149, -1.00014)  0.370
H (0.06875, -1.96286, -1.03960)  0.218
H (1.55133, -2.82921, -0.62442)  0.372
H (0.39945, -2.34428, 0.65867)  0.284

* E_HOMO: -9.84 eV
* frontier orbital gap: 0.397 Ha
* total energy: -9337.358 eV

***

ORCA calculation (ωB97M-V/def2-TZVPD) on one molecule with the formula C11H25F3N4O3.

Last column: Mulliken charge in e.
Atoms and positions in Å:
C (3.24071, -0.12130, 2.69664)  -0.745
N (2.10411, 0.37822, 3.45765)  -0.331
C (1.38548, 1.50322, 2.88334)  -0.655
C (0.09541, 1.09440, 2.19759)  -0.519
O (0.43581, 0.63592, 0.89945)  -0.303
C (-0.61611, 0.22945, 0.04860)  1.106
N (-1.51508, 1.34902, -0.20919)  -0.590
C (-1.35254, -0.98582, 0.66269)  -1.487
C (-2.12853, -1.89744, -0.27882)  0.050
O (-3.06561, -1.16318, -1.08396)  -0.597
C (-2.96328, -2.94596, 0.49074)  -1.023
N (-2.44199, -3.49090, 1.73123)  -0.632
C (0.09832, -0.10385, -1.27371)  -1.035
O (0.51413, 1.08268, -1.86114)  -0.205
C (0.81716, 1.03770, -3.24656)  -0.404
C (0.70408, 2.47777, -3.80225)  -0.572
N (0.86044, 3.54922, -2.83390)  -0.752
C (1.29751, -1.05947, -1.11541)  0.606
F (1.11268, -2.01557, -0.19804)  -0.272
F (2.42240, -0.42301, -0.82304)  -0.232
F (1.50208, -1.70401, -2.29370)  -0.322
H (2.92011, -0.84993, 1.94800)  0.110
H (3.77577, 0.68321, 2.17274)  0.265
H (3.94543, -0.61796, 3.36396)  0.383
H (2.36089, 0.55950, 4.41469)  0.252
H (1.16266, 2.24291, 3.65672)  0.472
H (2.00441, 1.99732, 2.12129)  0.270
H (-0.60123, 1.94027, 2.13917)  0.283
H (-0.36428, 0.28853, 2.78208)  0.280
H (-2.08586, 1.14507, -1.02346)  0.334
H (-2.17392, 1.42057, 0.55946)  0.391
H (-0.63008, -1.60143, 1.20132)  0.482
H (-2.04761, -0.58826, 1.41160)  0.886
H (-1.43138, -2.42489, -0.94043)  0.263
H (-2.79027, -1.18029, -2.00529)  0.388
H (-3.15956, -3.78210, -0.18559)  0.363
H (-3.92611, -2.47218, 0.69763)  0.412
H (-1.52433, -3.90522, 1.62206)  0.266
H (-2.39310, -2.79630, 2.46473)  0.304
H (-0.59573, -0.63238, -1.94367)  0.662
H (1.81720, 0.62400, -3.41328)  0.316
H (0.09851, 0.37789, -3.75305)  0.239
H (1.46256, 2.60849, -4.57781)  0.360
H (-0.26482, 2.60062, -4.29117)  0.316
H (0.17151, 3.45460, -2.09534)  0.319
H (1.76205, 3.48087, -2.37458)  0.298

* E_HOMO: -8.73 eV
* frontier orbital gap: 0.337 Ha
* total energy: -32067.077 eV

***

ORCA calculation (ωB97M-V/def2-TZVPD) on C7H25BClMnO8P as an isolated structure.

Last column: Mulliken charge in e.
Atoms and positions in Å:
Mn (0.63636, 1.05888, 0.27758)  0.626
Cl (0.50010, 2.99525, -1.27047)  -0.604
B (-0.17696, 1.81848, 2.31736)  0.512
H (0.41195, 2.55437, 1.56344)  -0.041
H (-0.94727, 1.15397, 1.66565)  -0.320
H (0.62073, 1.11563, 2.90373)  -0.325
H (-0.72664, 2.55445, 3.09627)  -0.181
C (-1.56292, 0.00180, -3.79969)  -0.644
O (-2.21558, -0.76424, -2.77226)  -0.350
P (-2.26768, -0.15476, -1.34738)  -0.395
O (-0.97757, 0.07313, -0.70598)  0.977
O (-3.06610, 1.19476, -1.47282)  -0.221
C (-4.40430, 1.20293, -1.96224)  -0.798
O (-3.20026, -1.17873, -0.62196)  -0.348
C (-3.35818, -1.03066, 0.79896)  -0.674
H (-2.31852, 0.33068, -4.51009)  0.259
H (-0.85090, -0.64059, -4.31205)  0.254
H (-1.03847, 0.86504, -3.38436)  0.279
H (-4.75641, 0.20867, -2.24609)  0.371
H (-4.47279, 1.86797, -2.81831)  0.273
H (-5.06794, 1.54581, -1.16923)  0.278
H (-2.91125, -0.10939, 1.17797)  0.271
H (-2.91174, -1.88099, 1.30680)  0.244
H (-4.42316, -0.98631, 1.02336)  0.300
C (1.61322, -1.31547, 2.44631)  -0.388
C (2.39489, -2.59217, 2.25568)  -0.650
O (1.55934, -3.63106, 1.76956)  -0.527
O (0.90299, -1.00989, 1.25135)  -0.092
H (2.28746, -0.48813, 2.65613)  0.295
H (0.92165, -1.40879, 3.28965)  0.298
H (2.92001, -2.85338, 3.18168)  0.399
H (3.20359, -2.43322, 1.53665)  0.191
H (1.18349, -4.09703, 2.52108)  0.324
H (0.50408, -1.83399, 0.94915)  0.248
C (3.21778, 0.06786, -0.99242)  -0.364
C (3.67733, 1.25427, -0.19360)  -0.487
O (2.76463, 1.47940, 0.89507)  -0.424
O (1.84475, 0.17549, -1.38998)  -0.321
H (3.34637, -0.87816, -0.46085)  0.028
H (3.86957, -0.02205, -1.86617)  0.493
H (3.66794, 2.15914, -0.80765)  0.337
H (4.69988, 1.08937, 0.15491)  0.386
H (3.07845, 2.23060, 1.40607)  0.265
H (1.82811, 0.31105, -2.34076)  0.243

* E_HOMO (spin up / spin down): -7.62 / -8.19 eV
* spin multiplicity: 6
* frontier orbital gap (spin up / spin down): 0.292 / 0.313 Ha
* total energy: -77855.268 eV

***

ORCA calculation (ωB97M-V/def2-TZVPD) on C12H8AuCl2S4SbSe as an isolated structure.

Last column: Mulliken charge in e.
Atoms and positions in Å:
Au (1.80576, 1.93404, 1.82144)  0.416
Cl (1.34393, -0.34701, 0.65625)  -0.234
C (2.57441, -1.38000, 1.28982)  1.028
C (2.49695, -2.71467, 0.93173)  -0.755
C (3.45149, -3.60673, 1.37909)  -0.398
C (4.48188, -3.14431, 2.18304)  -0.674
C (4.54236, -1.81201, 2.53543)  0.284
Cl (5.83678, -1.27968, 3.53356)  -0.225
C (3.58701, -0.86834, 2.11103)  -0.236
S (3.76039, 0.77967, 2.61935)  -0.305
H (1.68264, -3.03390, 0.30062)  0.398
H (3.39579, -4.64541, 1.09702)  0.358
H (5.24888, -3.81120, 2.54342)  0.397
S (-0.68414, 5.71768, 3.19939)  -0.676
Sb (0.18707, 4.96323, 1.17996)  0.422
S (2.42738, 4.29161, 1.87426)  -0.380
S (-0.47396, 2.58838, 1.32413)  -0.418
Se (-1.04715, 0.81719, -0.89576)  0.113
C (-2.68602, 0.67594, -1.85960)  -0.007
C (-3.83598, 0.20001, -1.23651)  -0.286
C (-5.00290, 0.04198, -1.95966)  -0.435
C (-5.03576, 0.35477, -3.31016)  -0.413
C (-3.89905, 0.85352, -3.92682)  -0.425
C (-2.73257, 1.01936, -3.20795)  -0.323
H (-3.80380, -0.03769, -0.18319)  0.378
H (-5.90060, -0.30861, -1.46685)  0.347
H (-5.94373, 0.20700, -3.88039)  0.350
H (-3.93243, 1.13587, -4.97020)  0.342
H (-1.84464, 1.40934, -3.68244)  0.358

* E_HOMO (spin up / spin down): -4.35 / -4.33 eV
* charge: -1
* spin multiplicity: 2
* frontier orbital gap (spin up / spin down): 0.173 / 0.170 Ha
* total energy: -156538.033 eV

***

ORCA calculation (ωB97M-V/def2-TZVPD) on a 2-piece molecular cluster, C16H20F2N3O2 overall.

Last column: Mulliken charge in e.
Atoms and positions in Å:
C (0.78024, 0.54081, 0.04982)  -0.160
C (1.60610, 1.80589, 0.22627)  0.213
O (2.65471, 1.77656, 0.82494)  -0.538
N (1.06346, 3.03639, -0.24859)  -0.264
C (0.28086, 3.05763, -1.48111)  -0.795
C (-1.17088, 3.54097, -1.32926)  -0.692
C (-1.85820, 3.00591, -0.05941)  -0.309
C (-3.22937, 2.30713, -0.28424)  -1.210
C (-3.11025, 0.86579, 0.05337)  0.384
C (-2.51492, -0.09933, -0.79170)  0.643
O (-2.05309, 0.34369, -1.97472)  -0.460
C (-2.36153, -1.37789, -0.34249)  -0.149
C (-2.82424, -1.69815, 0.93700)  -0.450
N (-3.40066, -0.81832, 1.72070)  -1.060
N (-3.49600, 0.37218, 1.22199)  1.039
F (-4.07299, 1.22433, 2.08253)  -0.183
H (0.21768, 0.33580, 0.96386)  0.231
H (1.44921, -0.30748, -0.09503)  0.149
H (0.10562, 0.56927, -0.80011)  -0.018
H (0.65762, 3.56240, 0.51150)  0.341
H (0.27407, 2.07444, -1.94823)  0.336
H (0.79083, 3.71052, -2.19250)  0.353
H (-1.72024, 3.17841, -2.19982)  0.321
H (-1.21388, 4.62849, -1.35321)  0.406
H (-2.00675, 3.79702, 0.67484)  0.491
H (-1.18915, 2.29005, 0.42370)  0.154
H (-4.01920, 2.76420, 0.30480)  0.441
H (-3.52774, 2.36594, -1.33102)  0.463
H (-2.52264, -0.05391, -2.72061)  0.358
H (-1.88169, -2.12932, -0.95468)  0.441
H (-2.71607, -2.69176, 1.34660)  0.518
F (0.81964, -2.79921, 0.90411)  -0.265
C (2.13354, -3.15610, 0.81833)  0.503
C (2.92556, -3.03580, 1.93928)  -0.493
C (4.26124, -3.39710, 1.84033)  -0.337
C (4.77633, -3.86200, 0.63831)  -0.578
C (3.95285, -3.96873, -0.47319)  -0.354
C (2.61358, -3.61458, -0.38960)  -0.381
H (2.50421, -2.66611, 2.86412)  0.403
H (4.90050, -3.31337, 2.70829)  0.373
H (5.81853, -4.14026, 0.56828)  0.386
H (4.35126, -4.32891, -1.41176)  0.365
H (1.95185, -3.69548, -1.24169)  0.383

* E_HOMO: -11.45 eV
* charge: +1
* frontier orbital gap: 0.236 Ha
* total energy: -30906.634 eV

***

ORCA calculation (ωB97M-V/def2-TZVPD) on one molecule with the formula C5H6FNS.

Last column: Mulliken charge in e.
Atoms and positions in Å:
C (1.31674, 1.01294, 1.17907)  -1.117
C (0.09480, 0.12442, 1.15777)  0.670
F (-0.28997, -0.13815, 2.41303)  -0.256
C (-0.68705, -0.27001, 0.10834)  0.070
C (-1.83516, -1.06749, 0.42279)  0.157
N (-2.86770, -1.54422, 0.67945)  -0.465
C (-0.38039, -0.05470, -1.22231)  -0.723
S (0.27780, -1.54559, -1.97148)  -0.192
H (1.58723, 1.30769, 0.18753)  0.324
H (2.17438, 0.46852, 1.53706)  0.315
H (1.13188, 1.80003, 1.83367)  0.340
H (-1.30859, 0.19354, -1.85583)  0.334
H (0.28585, 0.76339, -1.26014)  0.409
H (0.50016, -1.05037, -3.20894)  0.133

* E_HOMO: -9.54 eV
* frontier orbital gap: 0.364 Ha
* total energy: -20323.653 eV

***

ORCA calculation (ωB97M-V/def2-TZVPD) on C21H28Br4CsN5O6S3 as an isolated structure.

Last column: Mulliken charge in e.
Atoms and positions in Å:
Cs (1.89998, 1.53854, -0.10324)  1.077
N (-1.32505, -0.14090, 0.49350)  -0.173
C (-2.17902, -1.03732, 1.25950)  -0.592
C (-1.62072, -1.20816, 2.66166)  -0.533
N (-0.18447, -1.49011, 2.65685)  -0.511
C (0.37010, -1.19198, 3.97855)  -0.489
C (1.88624, -1.17289, 3.96763)  -0.761
N (2.35110, -0.30365, 2.89149)  -0.175
H (-1.08662, 0.68921, 1.03822)  0.011
H (-1.74904, 0.15339, -0.37634)  -0.073
H (-2.21624, -2.00416, 0.74594)  0.372
H (-3.21522, -0.68254, 1.35935)  0.380
H (-2.14659, -2.02134, 3.17375)  0.338
H (-1.81811, -0.28229, 3.21926)  0.063
H (0.22982, -0.83128, 2.00060)  0.425
H (0.01123, -1.94325, 4.69033)  0.416
H (0.01713, -0.20912, 4.32271)  0.151
H (2.27109, -2.18762, 3.80674)  0.309
H (2.22221, -0.85267, 4.96322)  0.438
H (3.28039, 0.05173, 3.07360)  0.263
H (1.72715, 0.50704, 2.81686)  -0.231
Br (-1.98756, 5.57834, 5.39950)  -0.253
C (-0.68758, 5.04435, 4.11883)  -0.162
C (0.20166, 5.95280, 3.59441)  0.175
Br (0.15895, 7.77520, 4.13848)  -0.239
C (1.15081, 5.51822, 2.65075)  -0.268
Br (2.40505, 6.73603, 1.89308)  -0.228
C (1.26373, 4.19104, 2.19072)  0.765
O (2.13436, 3.82510, 1.33781)  -0.865
C (0.30635, 3.21076, 2.75735)  -0.640
O (0.33430, 1.97483, 2.39013)  -0.151
C (-0.61548, 3.70127, 3.69089)  0.164
Br (-1.83803, 2.40730, 4.38288)  -0.203
C (-3.92637, -1.36769, -4.52528)  -0.680
C (-2.66572, -2.12306, -4.11860)  -0.764
S (-2.05490, -1.71028, -2.46111)  -0.095
C (-0.40793, -1.05328, -2.81523)  0.063
C (-0.36573, 0.27838, -3.54830)  -0.905
S (-1.02463, 1.64448, -2.54386)  -0.145
C (-2.43727, 2.24686, -3.49169)  -0.776
C (-3.65776, 1.32889, -3.57456)  -0.467
S (-3.69197, 0.33138, -5.10275)  -0.191
H (-4.65823, -1.37125, -3.71559)  0.336
H (-4.39371, -1.87483, -5.37347)  0.407
H (-1.86807, -1.93987, -4.83962)  0.307
H (-2.88000, -3.19471, -4.13964)  0.470
H (0.16370, -1.80153, -3.36820)  0.617
H (0.06987, -0.96866, -1.83760)  -0.368
H (-0.91865, 0.24731, -4.48704)  0.377
H (0.68062, 0.50217, -3.75382)  0.511
H (-2.11147, 2.54513, -4.49048)  0.340
H (-2.71479, 3.16353, -2.96742)  0.360
H (-4.56681, 1.93216, -3.56597)  0.445
H (-3.68405, 0.65177, -2.72288)  0.161
O (5.27013, -3.55828, -2.23070)  -0.600
C (4.52961, -4.09850, -1.29211)  0.446
O (4.73860, -5.21933, -0.86072)  -0.688
C (3.38505, -3.29529, -0.78211)  0.373
C (2.60895, -3.71448, 0.27828)  -0.769
N (1.68822, -2.76404, 0.49259)  0.186
N (1.80218, -1.74380, -0.35798)  -0.051
C (2.82353, -2.03641, -1.15008)  -0.027
C (3.25037, -1.05605, -2.23197)  0.677
O (4.32824, -1.32487, -2.83494)  -0.910
O (2.51502, -0.07698, -2.43471)  -0.581
H (4.93589, -2.59122, -2.45564)  0.475
H (2.67897, -4.60951, 0.87206)  0.529
H (1.00719, -2.67401, 1.24613)  0.137

* E_HOMO: -1.27 eV
* charge: -2
* frontier orbital gap: 0.169 Ha
* total energy: -355195.659 eV

***

> Among the records above, which one has the highest total energy?

C4H10N2O

***

> Number 6 is which compound?

C5H6FNS

***

> Number 6 is which compound?

C5H6FNS

***

> The lowest total energy belongs to which entry?

C21H28Br4CsN5O6S3